Computed, not measured: an isolated ion of composition C2H5N3P and charge +1 in a non-equilibrium geometry, with ωB97M-V with the def2-TZVPD basis set.

Last column: natural (NBO) charge in e.
CARTESIAN COORDINATES (ANGSTROEM)
C (0.114, 1.636, -0.110)  0.21
C (-0.448, -0.776, 0.051)  -0.07
N (1.345, 1.668, 0.114)  -0.44
N (0.813, -1.386, -0.098)  -0.85
N (-0.766, 0.588, -0.116)  -0.60
P (2.196, -0.589, 0.193)  1.18
H (-0.315, 2.631, -0.052)  0.25
H (-1.107, -1.194, -0.743)  0.23
H (-0.831, -1.060, 1.089)  0.22
H (0.749, -2.349, -0.082)  0.44
H (-1.751, 0.830, -0.246)  0.44

## Properties
Charge   +1
LUMO level   -6.59 eV
Energy relative to the best compared isomer or geometry (same formula, charge and spin)   67.0 kcal per mole


Computed, not measured: one molecule with the formula C3H4O2S in a non-equilibrium geometry, with ωB97M-V with the def2-TZVPD basis set.

Last column: natural (NBO) charge in e.
CARTESIAN COORDINATES (ANGSTROEM)
C (0.039, 0.320, -0.714)  0.01
C (-0.890, -0.697, -0.174)  -0.53
C (-1.060, 0.775, 0.175)  -0.52
O (2.768, 1.140, 0.188)  -0.85
O (2.294, -1.272, -0.214)  -0.86
S (1.879, 0.038, 0.242)  1.78
H (-1.709, -0.927, -0.784)  0.24
H (-0.645, -1.570, 0.568)  0.26
H (-0.773, 1.132, 1.086)  0.24
H (-1.903, 1.062, -0.374)  0.24

## Properties
LUMO level (alpha / beta)   -1.82 / -2.01 eV
Energy relative to the best compared isomer or geometry (same formula, charge and spin)   123.5 kcal per mole


Computed, not measured: C36H50AsBF4N2RuS as an isolated structure in a non-equilibrium geometry, with ωB97M-V with the def2-TZVPD basis set.

Last column: Löwdin spin population.
CARTESIAN COORDINATES (ANGSTROEM)
Ru (-0.097, -0.026, 0.081)  2.76
C (-0.392, 2.285, 0.019)  0.03
C (-1.636, 1.625, 0.401)  0.04
C (-2.079, 0.908, -0.779)  0.14
C (-1.072, 1.122, -1.778)  -0.02
C (-0.123, 2.105, -1.343)  0.14
C (0.951, 2.835, -2.111)  0.02
C (0.666, 2.824, -3.619)  0.00
C (2.310, 2.174, -1.803)  0.02
C (0.981, 4.300, -1.641)  0.01
C (-3.204, -0.096, -1.022)  0.02
C (-3.380, -0.335, -2.532)  0.00
C (-2.767, -1.434, -0.388)  0.05
C (-4.571, 0.321, -0.469)  0.00
C (-2.369, 2.126, 1.644)  0.00
C (-3.010, 1.024, 2.513)  0.00
C (-3.429, 3.116, 1.111)  0.00
C (-1.435, 2.939, 2.560)  0.00
H (0.123, 2.997, 0.643)  0.00
H (-1.164, 0.796, -2.802)  0.00
H (0.848, 1.853, -4.075)  0.00
H (1.321, 3.539, -4.115)  0.00
H (-0.365, 3.118, -3.823)  0.00
H (2.261, 1.088, -1.934)  0.00
H (2.618, 2.382, -0.775)  0.00
H (3.080, 2.569, -2.466)  0.00
H (0.002, 4.765, -1.768)  0.00
H (1.701, 4.855, -2.239)  0.00
H (1.281, 4.390, -0.596)  0.00
H (-2.527, -0.864, -2.964)  0.00
H (-3.530, 0.604, -3.068)  0.00
H (-4.261, -0.953, -2.694)  0.00
H (-1.784, -1.749, -0.772)  0.01
H (-3.474, -2.223, -0.651)  0.01
H (-2.724, -1.384, 0.703)  0.00
H (-4.938, 1.209, -0.984)  0.00
H (-4.561, 0.506, 0.600)  0.00
H (-5.281, -0.485, -0.653)  0.00
H (-3.214, 0.110, 1.960)  0.00
H (-3.950, 1.378, 2.934)  0.00
H (-2.356, 0.776, 3.348)  0.00
H (-4.247, 2.612, 0.606)  0.00
H (-2.978, 3.825, 0.414)  0.00
H (-3.837, 3.681, 1.949)  0.00
H (-0.527, 2.392, 2.822)  0.00
H (-1.968, 3.158, 3.483)  0.00
H (-1.159, 3.897, 2.116)  0.00
S (2.559, -0.505, 6.023)  0.01
C (1.649, -0.225, 4.529)  0.01
C (2.293, 0.467, 3.499)  0.00
C (1.669, 0.586, 2.282)  0.02
N (0.467, 0.026, 2.038)  0.06
C (-0.165, -0.617, 3.031)  0.02
C (0.377, -0.736, 4.292)  0.00
C (1.420, 0.180, 7.232)  0.00
C (1.758, 1.415, 7.765)  0.00
C (0.898, 1.970, 8.711)  0.00
N (-0.211, 1.360, 9.095)  0.00
C (-0.524, 0.175, 8.596)  0.00
C (0.274, -0.470, 7.656)  0.00
H (3.270, 0.900, 3.654)  0.00
H (2.136, 1.127, 1.466)  0.01
H (-1.108, -1.086, 2.791)  0.00
H (-0.168, -1.278, 5.048)  0.00
H (2.664, 1.926, 7.471)  0.00
H (1.113, 2.930, 9.164)  0.00
H (-1.433, -0.283, 8.968)  0.00
H (0.017, -1.462, 7.310)  0.00
C (0.380, -3.453, -2.103)  0.04
As (1.142, -1.690, -1.824)  0.25
C (3.039, -2.112, -1.783)  0.03
C (0.867, -0.979, -3.713)  0.05
C (1.980, -1.337, -4.616)  0.02
C (3.097, -0.501, -4.731)  0.02
C (4.107, -0.794, -5.627)  0.00
C (4.026, -1.940, -6.413)  0.04
C (2.929, -2.786, -6.298)  0.00
C (1.920, -2.495, -5.397)  0.02
H (1.037, -3.955, -2.814)  0.01
H (-0.626, -3.384, -2.515)  0.00
H (0.355, -4.028, -1.183)  0.00
H (3.302, -2.533, -2.751)  0.01
H (3.192, -2.852, -1.003)  0.00
H (3.654, -1.239, -1.575)  0.00
H (0.764, 0.096, -3.628)  0.00
H (-0.078, -1.420, -4.030)  0.00
H (3.158, 0.392, -4.118)  0.00
H (4.958, -0.134, -5.722)  0.00
H (4.820, -2.177, -7.107)  0.00
H (2.861, -3.671, -6.915)  0.00
H (1.063, -3.155, -5.313)  0.00
F (-0.007, -2.488, 0.782)  0.08
B (1.354, -2.924, 1.177)  0.01
F (1.431, -3.027, 2.530)  0.00
F (2.185, -1.839, 0.681)  0.05
F (1.665, -4.065, 0.493)  0.00

## Properties
2S+1   5
Charge   +2
LUMO level (alpha / beta)   -7.67 / -9.50 eV
Energy relative to the best compared isomer or geometry (same formula, charge and spin)   36.7 kcal per mole


Computed, not measured: C8H10N6O2PdS as an isolated structure, with ωB97M-V with the def2-TZVPD basis set.

Last column: natural (NBO) charge in e.
CARTESIAN COORDINATES (ANGSTROEM)
Pd (0.759, -1.465, -0.503)  0.77
N (4.352, -1.527, 1.701)  -0.78
C (3.227, -1.207, 1.026)  0.28
S (2.990, -1.934, -0.531)  -0.13
N (2.433, -0.328, 1.578)  -0.45
N (1.361, 0.015, 0.779)  -0.22
C (0.815, 1.123, 1.108)  0.05
C (-0.280, 1.771, 0.370)  0.13
C (-0.954, 2.847, 0.941)  -0.22
C (-1.938, 3.483, 0.204)  -0.16
C (-2.214, 3.036, -1.077)  -0.25
C (-1.490, 1.955, -1.565)  0.04
N (-0.551, 1.333, -0.864)  -0.43
H (4.867, -2.343, 1.428)  0.41
H (4.472, -1.156, 2.628)  0.40
H (1.227, 1.630, 1.976)  0.20
H (-0.704, 3.176, 1.941)  0.23
H (-2.478, 4.323, 0.621)  0.23
H (-2.964, 3.516, -1.689)  0.23
H (-1.670, 1.581, -2.567)  0.20
N (-1.353, -1.372, -0.444)  -0.63
N (-1.758, -2.727, -0.561)  -0.52
C (-0.921, -3.514, -1.419)  0.86
O (-1.401, -4.510, -1.911)  -0.65
O (0.290, -3.080, -1.564)  -0.71
H (-1.693, -0.963, 0.419)  0.39
H (-1.692, -0.812, -1.223)  0.38
H (-2.733, -2.851, -0.802)  0.38

## Properties
LUMO level   -0.68 eV


Computed, not measured: C6H15O3 as an isolated structure in a non-equilibrium geometry, with ωB97M-V with the def2-TZVPD basis set.

Last column: Löwdin spin population.
CARTESIAN COORDINATES (ANGSTROEM)
C (-5.278, 0.400, -1.826)  0.01
O (-4.592, 0.789, -0.664)  0.03
C (-3.216, 0.993, -0.872)  0.07
C (-2.531, 1.296, 0.417)  0.61
H (-6.337, 0.280, -1.568)  0.00
H (-5.182, 1.161, -2.621)  0.00
H (-4.895, -0.561, -2.215)  0.00
H (-3.067, 1.828, -1.590)  0.00
H (-2.763, 0.102, -1.352)  0.01
H (-0.752, 1.460, 0.427)  0.02
H (-2.738, 2.281, 0.848)  0.03
H (-2.527, 0.490, 1.158)  0.03
O (0.453, 1.630, 0.638)  0.17
C (2.793, -1.851, 0.304)  0.00
O (2.475, -0.492, 0.462)  0.00
C (1.795, 0.042, -0.644)  0.00
C (1.401, 1.477, -0.367)  0.01
H (3.339, -2.175, 1.199)  0.00
H (1.879, -2.462, 0.201)  0.00
H (3.427, -2.014, -0.586)  0.00
H (0.893, -0.558, -0.861)  0.00
H (2.440, 0.014, -1.544)  0.00
H (1.050, 1.948, -1.304)  0.00
H (2.290, 2.056, -0.059)  0.01

## Properties
2S+1   2
LUMO level (alpha / beta)   0.84 / -1.53 eV
Energy relative to the best compared isomer or geometry (same formula, charge and spin)   32.1 kcal per mole


Computed, not measured: C28H29CuN3Si as an isolated structure in a non-equilibrium geometry, with ωB97M-V with the def2-TZVPD basis set.

Last column: Löwdin spin population.
CARTESIAN COORDINATES (ANGSTROEM)
C (-0.779, -4.180, 1.859)  0.03
C (0.146, -3.848, 0.835)  0.04
C (1.106, -2.935, 1.388)  0.09
H (0.145, -4.224, -0.190)  0.00
C (0.736, -2.675, 2.759)  0.01
C (-0.464, -3.414, 3.024)  0.04
H (-1.004, -3.419, 3.970)  0.00
H (-1.558, -4.939, 1.786)  0.00
H (1.973, -2.523, 0.873)  0.00
H (1.294, -2.060, 3.468)  0.00
Cu (-0.687, -1.702, 1.480)  0.45
C (0.359, -0.401, 0.336)  0.23
H (1.154, -0.035, 1.014)  0.01
H (-0.294, 0.424, 0.021)  0.02
H (0.771, -0.965, -0.512)  0.01
Si (1.765, 2.901, -1.773)  0.00
C (1.716, 2.162, -3.464)  0.00
C (2.220, 0.870, -3.681)  0.00
H (2.665, 0.308, -2.856)  0.00
C (2.154, 0.304, -4.957)  0.00
H (2.547, -0.698, -5.121)  0.00
C (1.586, 1.020, -6.017)  0.00
H (1.527, 0.572, -7.009)  0.00
C (1.089, 2.310, -5.800)  0.00
H (0.649, 2.871, -6.625)  0.00
C (1.152, 2.884, -4.529)  0.00
H (0.771, 3.890, -4.351)  0.00
C (3.419, 2.598, -1.008)  0.00
C (4.609, 2.705, -1.748)  0.00
H (4.577, 2.982, -2.804)  0.00
C (5.837, 2.456, -1.129)  0.00
H (6.757, 2.525, -1.709)  0.00
C (5.886, 2.119, 0.228)  0.00
H (6.845, 1.925, 0.710)  0.00
C (4.703, 2.042, 0.971)  0.00
H (4.735, 1.786, 2.030)  0.00
C (3.472, 2.296, 0.362)  0.00
H (2.546, 2.258, 0.939)  0.00
H (0.658, 2.321, -0.980)  0.00
H (1.620, 4.378, -1.859)  0.00
N (-3.211, -0.367, 0.275)  0.00
C (-2.704, 0.382, 1.362)  0.01
C (-3.222, 1.662, 1.595)  0.00
C (-2.897, 2.290, 2.793)  0.00
C (-2.010, 1.647, 3.675)  0.00
C (-1.465, 0.415, 3.326)  0.01
N (-1.808, -0.194, 2.170)  0.04
C (-3.761, -1.621, 0.586)  0.00
C (-5.097, -1.886, 0.215)  0.00
C (-5.776, -2.873, 0.928)  0.00
C (-5.069, -3.587, 1.905)  0.00
C (-3.710, -3.337, 2.087)  0.00
N (-3.043, -2.417, 1.375)  0.00
H (-3.860, 0.182, -0.270)  0.00
H (-3.911, 2.066, 0.853)  0.00
H (-3.323, 3.263, 3.030)  0.00
H (-1.699, 2.114, 4.607)  0.00
H (-0.737, -0.111, 3.951)  0.00
H (-5.574, -1.232, -0.512)  0.00
H (-6.839, -3.054, 0.755)  0.00
H (-5.542, -4.352, 2.515)  0.00
H (-3.145, -3.881, 2.846)  0.00

## Properties
2S+1   2
LUMO level (alpha / beta)   0.35 / 0.25 eV
Energy relative to the best compared isomer or geometry (same formula, charge and spin)   0.0 kcal per mole


Computed, not measured: an isolated ion of composition C5H12N and charge +1 in a non-equilibrium geometry, with ωB97M-V with the def2-TZVPD basis set.

Last column: natural (NBO) charge in e.
CARTESIAN COORDINATES (ANGSTROEM)
C (-1.992, 0.207, 0.502)  -0.64
C (-0.652, 0.363, -0.192)  -0.03
C (0.452, -0.467, 0.542)  -0.45
C (1.026, -1.527, -0.378)  -0.21
C (2.274, -1.488, -0.801)  -0.36
N (-0.280, 1.847, -0.027)  -0.68
H (-1.880, 0.395, 1.572)  0.22
H (-2.757, 0.867, 0.100)  0.23
H (-2.324, -0.829, 0.448)  0.26
H (-0.610, 0.145, -1.248)  0.24
H (0.055, -0.897, 1.456)  0.24
H (1.244, 0.170, 0.855)  0.20
H (0.320, -2.273, -0.700)  0.22
H (2.589, -2.287, -1.467)  0.22
H (3.094, -0.803, -0.629)  0.21
H (0.730, 1.999, -0.066)  0.44
H (-0.623, 2.224, 0.852)  0.44
H (-0.666, 2.355, -0.820)  0.44

## Properties
Charge   +1
LUMO level   -3.60 eV
Energy relative to the best compared isomer or geometry (same formula, charge and spin)   28.1 kcal per mole